Entry 1:
A molecular structure, C4H9NO2 at a distorted geometry, computed with ωB97M-V/def2-TZVPD.

- E_LUMO: 0.0275 Ha
- Frontier orbital gap: 9.2 eV
- HOMO energy: -8.42 eV
- Max |F|: 2.25 eV/Å

ORCA input file:
```
! RIJCOSX wB97M-V def2-TZVPD def2/J DEFGRID3
* xyz 0 1
H -0.15794 3.44503 1.66135
H -1.83116 0.10139 1.45332
C -0.28681 -1.01479 0.17355
H 0.82116 -0.36335 0.72866
C 0.21480 1.41647 1.19915
H -1.55956 0.76625 -0.14268
H 1.37600 2.93737 1.72455
H -0.53324 -2.08619 -2.97187
C -1.14992 0.08503 0.59262
C 0.18023 -1.13084 -1.26270
H 0.46065 -0.10498 -1.46945
N 0.43898 2.66447 1.59524
O -0.73248 -1.79141 -2.08382
O 1.26469 0.76730 1.04397
H 1.11888 -1.60842 -1.39591
H -0.29525 -1.89593 0.77681
*
```

---

Entry 2:
A molecular structure, C44H35N8O3ReSSe at a distorted geometry, computed with ωB97M-V/def2-TZVPD.

- E_LUMO (alpha / beta): -0.1381 / -0.1775 Ha
- Frontier orbital gap (alpha / beta): 5.2 / 4.1 eV
- HOMO energy (alpha / beta): -8.92 / -8.92 eV
- Max |F|: 3.37 eV/Å

ORCA input file:
```
! RIJCOSX wB97M-V def2-TZVPD def2/J DEFGRID3
* xyz 1 4
C -13.42906 -28.08532 4.30727
C 2.12862 -26.79133 4.13676
H -11.07230 -17.28366 2.66664
C -1.94481 -26.44018 3.57220
C -9.32437 -22.87005 -2.52570
H -12.83234 -28.96621 7.50922
H 0.30743 -23.27858 3.92770
N -12.11421 -24.37911 -0.34081
C -14.59302 -28.46164 2.09612
H 1.63402 -27.29449 5.03112
C -11.32781 -18.89402 4.07741
S -11.59905 -21.37803 0.17192
H -10.86879 -26.44899 0.88256
C -6.49097 -22.88068 1.80144
C -13.45323 -24.42703 0.16314
N -13.27955 -28.88841 5.39727
H -12.45398 -27.45350 6.62665
H -16.33788 -26.14299 -0.29068
H -15.61028 -28.80775 1.91118
C -15.68083 -25.33368 -0.00814
C -10.83227 -24.74145 -2.12115
H -15.24454 -30.63907 3.53157
N -4.28967 -23.68871 2.58601
C -14.00145 -30.04985 5.28938
C -9.82811 -26.27983 1.10623
H -10.99780 -26.16647 -3.71529
H -14.58049 -27.39908 2.04980
C -3.84698 -24.90825 2.92970
H -0.18823 -27.63382 4.00724
C -14.34212 -25.39705 -0.29015
C -7.06023 -20.73604 0.93694
H -14.12790 -30.73847 6.09709
Re -10.54841 -23.37851 0.29183
H -13.87310 -28.82702 1.34734
H -8.84252 -21.94882 -2.17517
C -12.47853 -28.52816 6.56379
H -2.59593 -27.28770 3.46299
O -11.05038 -23.40751 2.25633
Se -12.55810 -26.52279 3.94904
C -11.26003 -18.35959 2.79189
C -11.50181 -21.10879 3.03930
H -6.88328 -19.68785 0.75319
C -9.08568 -23.33293 -3.80210
C 0.24254 -25.48262 3.80305
C -1.65686 -24.00407 3.44277
N -4.85580 -25.89412 2.82706
N -11.85367 -25.20521 -1.36831
H 3.14185 -26.61539 4.44211
C -5.60906 -23.90363 2.21135
C -11.37920 -19.13630 1.64241
H -9.32818 -28.36206 1.53284
H -17.25111 -24.12987 0.75529
C -10.51718 -25.26293 -3.36157
C -7.80747 -23.30858 1.40171
C -2.47781 -25.16774 3.31685
C -0.60324 -26.62761 3.78354
H -5.18562 -21.13388 1.93327
C -8.13789 -24.70465 1.43334
C -13.94132 -23.38773 0.97461
H -8.50912 -22.74763 -4.51447
H -6.93626 -27.90548 1.83615
H -13.96019 -26.14037 -0.96790
C -5.99669 -25.27119 2.27398
C -11.47534 -20.52472 1.78399
H -4.73469 -26.90630 3.00653
C -7.62350 -27.08704 1.70091
C -10.10144 -23.57038 -1.62906
H -2.13362 -23.03134 3.27997
C -0.31896 -24.18001 3.76220
C -14.60936 -29.96438 4.05723
H 2.15592 -27.39797 3.19310
C -10.96905 -22.54475 3.24675
H -9.44879 -24.94536 -5.20947
H -9.06782 -20.56442 0.09821
N -8.70063 -22.46502 0.84119
C -15.30916 -23.26410 1.12981
N -14.18630 -28.84129 3.43318
O -10.50314 -22.83873 4.33942
H -15.67573 -22.33517 1.55947
N -9.40283 -25.01445 1.00571
H -11.48261 -28.83856 6.40121
H -11.66667 -20.69993 5.18386
C -7.22838 -25.74347 1.80643
O 1.60271 -25.52813 3.82699
H -11.30044 -18.29223 4.99261
C -11.55115 -20.26280 4.18894
C -9.67102 -24.55522 -4.20620
C -16.17529 -24.21984 0.59885
H -11.39536 -18.74247 0.61398
C -6.12732 -21.54699 1.58646
C -8.94073 -27.34572 1.38353
C -8.33763 -21.17625 0.62249
H -13.27229 -22.77124 1.61983
*
```